116
Properties=species:S:1:pos:R:3 method="wB97M-V/def2-TZVPD" spin_multiplicity=2 energy_ev=-265010.341 gap_ev="7.024 / 7.060"
Ru 0.850 -0.541 -0.706
Se 4.898 -0.655 -1.834
Se 3.607 0.445 -0.229
C 3.276 -0.944 1.015
C 4.082 -1.194 2.107
C 3.661 -2.157 3.011
C 2.492 -2.856 2.759
C 1.756 -2.549 1.632
N 2.128 -1.582 0.788
C 3.591 -0.559 -3.237
C 4.061 -0.351 -4.527
C 3.138 -0.295 -5.557
C 1.800 -0.492 -5.262
C 1.442 -0.697 -3.945
N 2.316 -0.708 -2.932
H 4.997 -0.638 2.244
H 4.240 -2.358 3.905
H 2.144 -3.629 3.430
H 0.847 -3.075 1.385
H 5.124 -0.233 -4.700
H 3.458 -0.103 -6.574
H 1.041 -0.472 -6.033
H 0.417 -0.857 -3.663
C -2.907 -0.611 -0.665
C -2.163 -1.715 -1.336
C -2.824 -2.688 -2.055
C -2.086 -3.714 -2.646
C -0.722 -3.767 -2.493
C -0.110 -2.774 -1.703
N -0.827 -1.792 -1.178
N 1.169 -2.634 -1.377
Si 2.327 -3.927 -1.575
C 2.928 -4.019 -3.335
C 1.496 -5.544 -1.117
C 3.848 -3.862 -0.510
H -3.778 -0.320 -1.251
H -2.243 0.236 -0.529
H -3.233 -0.972 0.313
H -3.899 -2.630 -2.163
H -2.590 -4.470 -3.240
H -0.123 -4.533 -2.970
H 2.105 -3.995 -4.057
H 3.496 -4.942 -3.497
H 3.590 -3.175 -3.556
H 1.257 -6.143 -2.004
H 0.563 -5.386 -0.567
H 2.165 -6.140 -0.488
H 4.304 -2.881 -0.454
H 4.583 -4.540 -0.962
H 3.651 -4.211 0.508
F 0.159 3.582 2.768
C 0.783 3.815 1.589
F 1.928 4.442 1.861
F 0.017 4.623 0.875
S 1.129 2.231 0.740
O 1.642 2.629 -0.542
O 2.096 1.647 1.667
O -0.142 1.496 0.748
C -3.892 3.758 6.189
C -3.435 3.636 4.738
C -3.399 2.189 4.259
C -2.819 2.075 2.850
N -2.455 0.713 2.476
C -1.268 0.125 2.727
S -0.891 -1.339 1.950
N -0.487 0.699 3.650
C 0.836 0.206 4.037
C 0.757 -0.853 5.131
C 0.142 -0.351 6.438
C 0.998 0.694 7.153
H -3.882 4.798 6.520
H -3.233 3.189 6.851
H -4.908 3.374 6.315
H -2.435 4.071 4.634
H -4.103 4.216 4.093
H -4.409 1.769 4.269
H -2.794 1.592 4.950
H -1.939 2.718 2.757
H -3.544 2.429 2.117
H -2.987 0.257 1.759
H -0.711 1.642 3.919
H 1.419 1.068 4.360
H 1.321 -0.200 3.153
H 1.773 -1.221 5.321
H 0.163 -1.685 4.745
H -0.003 -1.208 7.099
H -0.851 0.062 6.232
H 2.002 0.306 7.349
H 0.556 0.975 8.111
H 1.103 1.607 6.561
O -0.187 0.637 -1.923
C -0.905 1.480 -2.773
C -1.503 2.731 -2.088
C -2.175 2.818 -0.907
C -2.731 4.108 -0.671
C -2.475 4.975 -1.688
S -1.554 4.238 -2.918
C -2.107 0.755 -3.423
C -2.123 -0.438 -4.082
C -3.415 -0.807 -4.555
C -4.358 0.130 -4.259
S -3.684 1.440 -3.397
C 0.002 1.964 -3.921
C -0.298 2.100 -5.246
C 0.783 2.641 -6.010
C 1.871 2.902 -5.237
S 1.602 2.510 -3.598
H -2.261 1.991 -0.223
H -3.290 4.376 0.218
H -2.788 6.004 -1.789
H -1.247 -1.050 -4.241
H -3.622 -1.726 -5.091
H -5.414 0.115 -4.489
H -1.263 1.836 -5.660
H 0.741 2.825 -7.077
H 2.819 3.321 -5.545